Molecular formula: C20H30AuFN3O7PS
Method: DFT, ωB97M-V/def2-TZVPD

The energy above the lowest of the compared OMol25 structures with the same formula, charge and spin comes out at 0.0 kcal per mole. The LUMO energy comes out at -5.8263 eV. As for the charge: +2.

XYZ file:
```
64
Properties=species:S:1:pos:R:3:forces:R:3:lowdin_charge:R:1
Au 0.087 0.199 -3.865 0.1 -0.6 0.1 1.424
C 4.215 2.328 2.088 0.0 0.0 0.0 -0.047
C 4.216 0.882 1.626 0.0 0.0 0.0 -0.160
N 3.080 0.586 0.723 0.0 0.0 0.0 0.000
C 3.277 0.660 -0.587 0.0 0.0 0.0 0.069
C 2.311 0.435 -1.548 0.0 0.1 0.0 -0.013
C 2.830 0.520 -2.966 0.0 -0.3 -0.1 -0.527
O 4.006 0.705 -3.139 0.0 0.1 0.0 0.128
O 2.017 0.327 -3.986 0.1 0.2 0.2 -0.123
C 1.025 0.089 -1.130 0.0 -0.2 0.0 -0.248
O 0.038 -0.206 -1.901 -0.1 0.4 0.0 -0.138
C 0.785 0.020 0.297 0.0 0.0 0.0 -0.041
C -0.488 -0.306 0.785 0.0 0.0 0.0 0.098
C -0.707 -0.370 2.128 0.0 0.0 0.0 -0.181
F -1.923 -0.734 2.569 0.0 0.0 0.0 0.088
C 0.302 -0.090 3.069 0.0 0.0 0.0 -0.138
C 1.554 0.234 2.587 0.0 0.0 0.0 0.077
C 1.818 0.274 1.211 0.0 0.0 0.0 -0.098
N 0.098 -0.124 4.471 0.0 -0.1 0.0 -0.089
C 0.727 -1.228 5.186 0.0 0.0 0.0 -0.129
C 0.913 -0.861 6.646 0.0 0.0 0.0 -0.078
N -0.427 -0.507 7.235 0.0 0.0 0.0 0.067
C -1.084 0.606 6.459 0.0 0.0 0.0 -0.075
C -1.220 0.181 5.009 0.0 0.0 0.0 -0.144
H 5.083 2.508 2.722 0.0 0.0 0.0 0.092
H 3.318 2.575 2.656 0.0 0.0 0.0 0.075
H 4.277 3.004 1.236 0.0 0.0 0.0 0.091
H 4.177 0.178 2.455 0.0 0.0 0.0 0.119
H 5.120 0.652 1.066 0.0 0.0 0.0 0.133
H 4.278 0.895 -0.929 0.0 0.0 0.0 0.162
H -1.286 -0.541 0.096 0.0 0.0 0.0 0.133
H 2.320 0.491 3.303 0.0 0.0 0.0 0.121
H 1.707 -1.440 4.763 0.0 0.0 0.0 0.138
H 0.133 -2.152 5.105 0.0 0.0 0.0 0.146
H 1.537 0.024 6.750 0.0 0.0 0.0 0.144
H 1.333 -1.680 7.225 0.0 0.0 0.0 0.145
H -0.326 -0.246 8.217 0.0 0.0 0.0 0.190
H -1.033 -1.331 7.213 0.0 0.0 0.0 0.187
H -0.444 1.480 6.564 0.0 0.0 0.0 0.145
H -2.054 0.802 6.913 0.0 0.0 0.0 0.145
H -1.662 1.011 4.459 0.0 0.0 0.0 0.149
H -1.916 -0.665 4.938 0.0 0.0 0.0 0.134
C -3.880 0.892 -2.381 0.0 0.0 0.0 -0.149
P -3.310 -0.238 -3.647 0.0 -0.2 -0.2 0.619
C -4.320 -0.051 -5.099 0.0 0.0 0.0 -0.141
C -3.475 -1.906 -3.028 0.0 0.0 0.0 -0.143
O -1.876 0.053 -4.054 -0.1 0.3 0.3 -0.481
H -4.966 0.833 -2.292 0.0 0.0 0.0 0.070
H -3.603 1.908 -2.662 0.0 0.0 0.0 0.070
H -3.430 0.650 -1.418 0.0 0.0 0.0 0.049
H -5.368 -0.254 -4.879 0.0 0.0 0.0 0.074
H -3.951 -0.739 -5.860 0.0 0.0 0.0 0.065
H -4.208 0.966 -5.478 0.0 0.0 0.0 0.080
H -4.498 -2.095 -2.700 0.0 0.0 0.0 0.071
H -2.790 -2.053 -2.193 0.0 0.0 0.0 0.056
H -3.216 -2.602 -3.826 0.0 0.0 0.0 0.075
C 0.708 -0.626 -7.960 0.0 0.0 0.0 -0.116
S -0.502 -0.584 -6.686 0.0 -0.3 -0.1 0.474
O -1.750 -0.142 -7.229 -0.1 -0.1 0.0 -0.285
O -0.459 -1.816 -5.939 -0.1 0.0 0.0 -0.334
O 0.086 0.548 -5.771 0.2 0.5 -0.2 -0.468
H 0.432 -1.445 -8.621 0.0 0.0 0.0 0.083
H 1.680 -0.804 -7.507 0.0 0.0 0.0 0.079
H 0.683 0.321 -8.491 0.0 0.0 0.0 0.081
```
Forces are in eV/Å.

=====

Molecular formula: C2H6N2O
Method: DFT, ωB97M-V/def2-TZVPD

The energy above the lowest of the compared OMol25 structures with the same formula, charge and spin comes out at 19.7 kcal per mole. The LUMO energy comes out at 0.9044 eV. The structure (SMILES) is NCNC=O.

XYZ file:
```
11
Properties=species:S:1:pos:R:3:forces:R:3:lowdin_charge:R:1
O 1.867 1.548 0.584 0.0 0.4 0.6 0.028
C 1.471 1.078 -0.448 -0.3 -0.3 -0.6 -0.384
N 0.518 0.113 -0.589 0.5 -0.1 -0.2 0.013
C -0.280 -0.430 0.487 -0.1 -0.5 0.1 -0.280
N -1.654 -0.585 0.065 -0.2 0.2 -0.1 0.010
H 1.804 1.427 -1.444 0.3 -0.1 0.1 0.127
H 0.654 -0.464 -1.407 -0.5 0.2 -0.1 0.126
H -0.147 0.230 1.342 0.0 0.0 0.0 0.120
H 0.060 -1.430 0.769 0.4 0.1 0.1 0.118
H -2.301 0.042 0.512 0.0 0.1 0.0 0.063
H -1.993 -1.529 0.131 0.0 0.0 0.1 0.059
```
Forces are in eV/Å.

=====

Molecular formula: C6H9N
Method: DFT, ωB97M-V/def2-TZVPD

The energy above the lowest of the compared OMol25 structures with the same formula, charge and spin comes out at 124.4 kcal per mole. The LUMO energy comes out at 1.1227 eV. The structure (SMILES) is CC1=C[C@H]1N1CC1.

XYZ file:
```
16
Properties=species:S:1:pos:R:3:forces:R:3:lowdin_charge:R:1
C 0.323 -1.528 -1.808 0.0 -0.1 -0.1 -0.034
C -0.748 -1.061 -0.906 0.1 0.3 0.1 -0.323
C -1.871 -1.163 -0.249 0.3 0.8 0.3 0.143
C -0.792 0.090 -0.074 0.4 0.3 -0.3 -0.315
N 0.052 0.115 1.084 -0.1 -0.1 0.0 -0.079
C 0.151 1.385 1.776 0.0 0.2 0.1 -0.144
C 1.234 0.937 0.865 0.3 0.1 0.0 -0.147
H 0.481 -0.729 -2.546 0.0 -0.3 0.0 0.089
H 0.158 -2.482 -2.310 -0.1 0.1 0.1 0.076
H 1.236 -1.575 -1.198 -0.1 -0.1 -0.2 0.088
H -1.054 1.062 -0.507 -0.2 0.0 0.2 0.138
H -2.441 -0.551 0.451 -0.7 -1.0 -0.2 0.100
H 0.290 1.328 2.853 -0.1 0.0 -0.2 0.100
H -0.496 2.194 1.431 0.2 -0.1 0.1 0.103
H 1.305 1.437 -0.102 0.0 -0.1 0.2 0.106
H 2.172 0.540 1.240 -0.1 0.1 0.1 0.099
```
Forces are in eV/Å.

=====

Molecular formula: C11H20N2O3
Method: DFT, ωB97M-V/def2-TZVPD

The energy above the lowest of the compared OMol25 structures with the same formula, charge and spin comes out at 109.0 kcal per mole. The LUMO energy comes out at 0.0713 eV. The structure (SMILES) is CC[C@H](C)[C@H](N)C(=O)N1CCC[C@H]1C(=O)O.

XYZ file:
```
36
Properties=species:S:1:pos:R:3:forces:R:3:lowdin_charge:R:1
C 1.052 -0.541 0.966 -1.0 -1.1 3.0 -0.246
C 0.162 -1.341 -0.015 -1.6 3.4 -3.2 -0.312
C 2.204 0.382 0.433 0.3 -2.6 -2.8 -0.283
C 3.473 -0.485 0.140 -0.3 -1.1 -0.2 -0.072
C 1.856 1.123 -0.876 -1.7 -0.5 0.4 -0.227
C 1.892 2.600 -0.789 -1.1 2.7 -0.5 -0.127
C -1.823 0.443 -0.028 0.0 -0.9 1.6 -0.189
C -2.704 0.697 1.295 -3.7 1.4 -4.5 -0.458
C -2.560 0.435 -1.416 0.5 3.6 1.9 -0.133
C -2.864 -0.989 -1.572 -4.4 -2.8 -2.3 -0.180
C -2.219 -1.817 -0.483 2.3 1.5 -0.7 -0.126
H 2.299 -2.180 1.697 -0.9 1.0 -0.1 0.073
H 0.931 -2.067 2.616 0.3 1.3 -1.3 0.092
H 0.343 -0.005 1.709 0.8 0.0 -2.0 0.149
H 2.523 0.978 1.219 0.0 1.7 1.4 0.106
H 3.133 -1.543 -0.105 0.8 1.3 -0.3 0.092
H 3.956 -0.545 1.085 0.7 -0.5 0.9 0.045
H 4.286 -0.092 -0.553 -1.6 -0.3 0.5 0.102
H 0.817 0.884 -1.157 0.2 -0.3 0.0 0.097
H 2.455 0.787 -1.725 0.1 -0.1 0.3 0.116
H 1.524 3.125 0.118 0.2 -0.9 -0.1 0.089
H 1.315 3.112 -1.590 -0.2 -0.7 0.2 0.081
H 2.826 3.035 -1.022 1.6 0.2 0.3 0.051
H -1.138 1.195 0.222 1.6 1.3 -0.7 0.125
H -3.390 1.136 -1.353 -0.6 -0.5 0.2 0.103
H -1.969 1.009 -2.161 0.4 -1.2 0.2 0.126
H -2.474 -1.384 -2.530 -0.5 0.2 0.3 0.119
H -4.074 -1.143 -1.551 2.9 0.2 -0.3 0.166
H -1.617 -2.685 -0.802 -1.1 0.1 0.0 0.126
H -2.781 -1.958 0.405 -1.1 -0.6 0.6 0.107
H -2.393 0.469 3.455 -0.1 0.8 -4.1 0.233
N 1.568 -1.504 2.004 1.3 -1.4 0.4 0.013
N -1.203 -0.833 -0.108 2.6 -2.5 2.0 -0.069
O 0.476 -2.084 -0.943 0.8 -0.3 2.3 0.061
O -3.794 1.200 0.982 1.6 -1.1 2.6 0.066
O -2.086 0.585 2.434 0.9 -1.1 4.0 0.088
```
Forces are in eV/Å.

=====

Molecular formula: C36H88N9O7P
Method: DFT, ωB97M-V/def2-TZVPD

The LUMO energy comes out at 0.1573 eV. The structure (SMILES) is CC[C@](C#N)([PH2]=O)[C@@](C#N)(CCN)CC(C)C.COC[C@@H](C)N.COC[C@@H](C)N.COC[C@@H](C)N.COC[C@@H](C)N.COC[C@@H](C)N.COC[C@@H](C)N.

XYZ file:
```
141
Properties=species:S:1:pos:R:3:forces:R:3:lowdin_charge:R:1
C 4.314 -2.852 1.605 1.0 0.6 -0.1 -0.098
C 3.886 -1.708 0.626 0.5 -0.9 0.0 -0.208
C 2.390 -1.819 0.100 0.3 -0.2 1.0 -0.425
C 1.928 -3.233 0.446 1.3 4.9 -2.0 -0.227
N 1.502 -4.173 0.882 -1.4 -3.3 1.2 0.226
P 2.476 -1.632 -1.761 0.8 -2.0 -1.0 0.761
O 2.957 -2.907 -2.378 -0.1 0.6 0.4 -0.436
C 1.409 -0.773 0.814 0.2 -0.9 -1.3 -0.331
C 1.368 -1.185 2.268 -0.2 1.7 -4.8 -0.181
N 1.358 -1.240 3.388 0.1 -0.6 3.8 0.238
C 1.973 0.685 0.586 0.3 0.6 0.9 -0.128
C 2.239 1.501 1.885 0.4 1.0 -0.3 -0.257
N 3.589 1.258 2.468 -0.6 0.2 -0.1 0.009
C 0.038 -0.879 0.056 -1.2 0.2 0.3 -0.145
C -1.247 -0.470 0.844 -0.9 -0.1 0.2 -0.374
C -1.822 -1.702 1.625 0.4 0.0 -1.0 -0.080
C -1.131 0.818 1.707 -0.1 0.3 -0.2 -0.065
H 4.488 -3.814 1.082 -0.5 0.5 0.4 0.086
H 5.317 -2.553 1.992 -0.6 -0.2 -0.2 0.082
H 3.660 -2.953 2.489 0.1 -0.1 -0.6 0.067
H 4.112 -0.746 1.124 -0.5 -0.3 -0.4 0.088
H 4.554 -1.795 -0.261 -0.3 0.2 0.5 0.101
H 1.234 -1.295 -2.352 0.2 0.5 0.5 0.023
H 3.418 -0.595 -2.048 -0.7 0.2 0.5 0.039
H 2.935 0.683 0.026 -0.6 -0.3 0.4 0.106
H 1.289 1.302 -0.035 0.1 -0.7 0.4 0.109
H 1.431 1.430 2.641 0.4 -0.3 -0.6 0.096
H 2.251 2.573 1.579 -0.1 -0.7 0.1 0.110
H 3.923 2.176 2.757 0.2 -0.5 0.1 0.063
H 3.526 0.671 3.297 0.0 0.1 -0.1 0.053
H 0.070 -0.223 -0.843 0.3 -0.3 0.7 0.092
H -0.165 -1.898 -0.350 0.4 0.5 0.5 0.119
H -2.025 -0.246 0.062 1.0 -0.2 0.6 0.104
H -2.859 -1.550 1.980 0.6 0.2 0.1 0.082
H -1.873 -2.519 0.875 -0.1 0.3 0.7 0.045
H -1.157 -2.063 2.433 -0.4 0.3 -0.2 0.067
H -2.145 1.226 1.907 0.5 -0.3 0.0 0.084
H -0.640 0.660 2.688 -0.2 0.0 -0.6 0.068
H -0.584 1.621 1.163 -0.3 -0.5 0.4 0.074
C -3.317 -6.297 -0.026 -0.1 0.0 -0.2 -0.071
C -1.905 -6.099 0.519 -0.3 0.0 0.2 -0.424
C -1.421 -7.260 1.405 0.4 0.1 0.0 -0.202
O -1.963 -7.262 2.716 -0.1 -0.2 -0.2 -0.188
C -3.246 -7.849 2.826 0.1 0.2 0.3 -0.110
N -1.843 -4.815 1.224 0.2 -0.3 0.0 0.040
H -4.084 -6.132 0.732 0.1 0.0 0.0 0.063
H -3.512 -5.591 -0.836 0.0 0.0 0.1 0.065
H -3.445 -7.306 -0.427 0.0 0.0 0.0 0.078
H -1.232 -6.046 -0.343 0.1 0.0 0.1 0.134
H -0.341 -7.150 1.537 -0.1 0.1 0.1 0.122
H -1.579 -8.231 0.919 -0.2 0.0 0.0 0.118
H -3.372 -8.691 2.139 0.0 0.0 -0.1 0.089
H -4.026 -7.103 2.657 -0.1 -0.1 -0.1 0.073
H -3.360 -8.217 3.847 0.1 0.0 0.0 0.086
H -0.879 -4.644 1.504 0.0 0.1 -0.2 0.041
H -2.333 -4.932 2.110 -0.1 0.1 -0.1 0.082
C 4.905 -2.714 7.226 0.2 0.0 -0.1 -0.074
C 3.786 -2.106 6.386 -0.1 -0.1 0.4 -0.437
C 3.380 -0.691 6.835 -0.2 0.1 -0.3 -0.212
O 2.571 -0.653 7.999 0.3 0.2 0.0 -0.189
C 3.285 -0.723 9.220 -0.3 -0.1 0.1 -0.109
N 2.642 -3.022 6.383 -0.1 0.3 -0.1 0.044
H 4.557 -3.048 8.204 -0.1 0.1 0.0 0.063
H 5.324 -3.587 6.723 -0.1 0.0 0.0 0.075
H 5.716 -1.998 7.378 0.0 0.0 0.0 0.077
H 4.161 -2.026 5.360 -0.1 0.1 0.0 0.125
H 2.768 -0.252 6.041 -0.1 -0.1 0.1 0.107
H 4.256 -0.039 6.951 0.1 -0.1 0.1 0.117
H 4.250 -0.213 9.161 0.0 -0.1 0.0 0.089
H 3.425 -1.763 9.523 0.2 0.0 0.1 0.074
H 2.682 -0.235 9.988 0.0 0.0 -0.1 0.086
H 1.934 -2.657 5.747 0.1 -0.1 -0.1 0.049
H 2.199 -2.956 7.297 0.1 -0.1 0.0 0.069
C -3.984 1.483 -4.791 -0.1 -0.1 -0.3 -0.067
C -2.573 1.674 -4.248 -0.3 0.0 0.2 -0.422
C -2.095 0.514 -3.359 0.3 0.0 -0.1 -0.198
O -2.638 0.518 -2.048 0.0 -0.2 -0.2 -0.211
C -3.927 -0.069 -1.945 -0.1 0.1 0.3 -0.088
N -2.500 2.959 -3.542 0.2 -0.1 0.1 0.047
H -4.750 1.654 -4.033 0.1 0.0 0.0 0.066
H -4.175 2.188 -5.602 0.1 0.0 0.1 0.076
H -4.117 0.474 -5.189 0.0 0.0 0.1 0.062
H -1.899 1.722 -5.110 0.1 0.0 0.1 0.136
H -1.012 0.619 -3.228 0.0 0.1 0.1 0.113
H -2.258 -0.457 -3.841 -0.2 0.0 0.0 0.095
H -4.051 -0.909 -2.632 0.0 0.2 -0.1 0.066
H -4.700 0.682 -2.119 -0.1 -0.1 -0.1 0.080
H -4.050 -0.435 -0.923 0.1 0.0 0.0 0.083
H -1.535 3.124 -3.263 0.0 0.1 -0.1 0.067
H -2.989 2.846 -2.656 -0.1 0.0 -0.1 0.070
C -3.865 8.021 -1.725 -0.1 0.2 0.0 -0.072
C -3.151 7.399 -0.529 0.0 -0.1 -0.3 -0.432
C -1.632 7.251 -0.729 0.0 -0.1 0.3 -0.210
O -1.255 6.167 -1.561 0.1 0.3 0.0 -0.203
C -1.308 6.437 -2.952 -0.1 -0.3 0.0 -0.111
N -3.785 6.115 -0.211 0.3 0.0 0.1 0.039
H -3.971 7.322 -2.556 0.1 0.0 0.1 0.065
H -4.871 8.335 -1.443 0.0 -0.1 0.0 0.076
H -3.331 8.903 -2.087 0.0 0.0 0.0 0.078
H -3.301 8.072 0.322 0.1 -0.1 0.0 0.134
H -1.184 7.039 0.247 0.0 -0.1 0.0 0.120
H -1.180 8.187 -1.082 -0.1 0.0 -0.1 0.118
H -1.034 7.471 -3.181 -0.1 0.0 0.1 0.090
H -2.301 6.210 -3.344 0.0 0.1 -0.1 0.072
H -0.599 5.774 -3.450 0.0 0.0 0.1 0.080
H -3.370 5.747 0.642 -0.1 0.1 0.0 0.071
H -3.495 5.450 -0.926 -0.1 0.1 0.0 0.063
C -2.095 -2.958 -5.626 0.2 0.0 0.0 -0.062
C -3.236 -3.343 -4.689 0.0 0.0 -0.4 -0.423
C -3.835 -4.727 -4.989 -0.2 0.0 0.3 -0.205
O -4.701 -4.760 -6.112 0.3 -0.1 0.0 -0.189
C -4.046 -4.886 -7.363 -0.3 0.1 -0.1 -0.105
N -4.259 -2.289 -4.725 -0.1 -0.2 0.1 0.041
H -2.448 -2.669 -6.616 -0.1 0.0 0.0 0.067
H -1.544 -2.105 -5.223 0.0 0.0 0.0 0.060
H -1.388 -3.782 -5.742 0.0 0.0 0.0 0.083
H -2.823 -3.381 -3.675 -0.1 -0.1 0.0 0.135
H -4.456 -5.016 -4.136 -0.1 0.0 -0.1 0.121
H -3.054 -5.493 -5.079 0.1 0.1 -0.1 0.121
H -3.150 -5.509 -7.296 0.0 0.1 0.0 0.091
H -3.792 -3.902 -7.764 0.2 -0.1 -0.1 0.074
H -4.742 -5.355 -8.059 0.0 0.0 0.1 0.088
H -4.973 -2.504 -4.032 0.0 0.1 0.0 0.079
H -4.753 -2.377 -5.611 0.1 0.1 0.0 0.079
C 5.463 6.919 -1.256 0.2 0.1 -0.1 -0.072
C 5.481 6.326 0.149 -0.3 0.1 -0.2 -0.432
C 4.994 4.867 0.205 0.2 0.0 0.3 -0.207
O 3.585 4.715 0.123 0.2 -0.2 -0.2 -0.206
C 3.066 4.730 -1.196 -0.3 0.1 0.2 -0.100
N 4.704 7.193 1.040 0.0 -0.3 0.1 0.038
H 4.455 7.168 -1.591 0.0 -0.1 0.1 0.064
H 6.045 7.841 -1.285 -0.1 0.0 0.1 0.077
H 5.902 6.228 -1.980 0.0 0.0 0.0 0.078
H 6.521 6.333 0.489 -0.1 -0.1 0.1 0.135
H 5.273 4.458 1.182 -0.1 0.0 0.0 0.117
H 5.496 4.245 -0.547 -0.1 0.1 -0.1 0.120
H 3.750 4.265 -1.912 0.1 0.1 0.0 0.092
H 2.832 5.751 -1.504 0.1 0.0 -0.2 0.075
H 2.131 4.167 -1.195 0.0 0.0 0.1 0.082
H 4.794 6.849 1.994 0.1 0.1 0.0 0.071
H 3.720 7.047 0.825 0.1 0.1 -0.1 0.069
```
Forces are in eV/Å.